Record 1
Molecular formula: C18H25BBr2NO6S
Method: DFT, ωB97M-V/def2-TZVPD

XYZ file:
```
54
Properties=species:S:1:pos:R:3
Br -0.53566 1.25558 3.43523
O 6.14072 1.20618 -0.62681
H -1.15324 -1.55188 2.75496
C -1.24437 -1.67528 1.67298
C -4.50148 -1.83457 -0.29896
C 1.39022 -1.10096 -1.39032
C -2.64819 -1.39577 1.22890
H -1.05457 -2.73580 1.46193
Br -0.97701 1.33647 -1.12680
H -2.44500 3.00391 1.21948
H -7.13708 -1.51320 -0.60244
C -3.20546 -2.07705 0.14199
H -6.73211 0.19777 -0.85835
C -3.46592 -0.45274 1.85840
C 1.14089 -1.06897 -2.88030
H 1.63363 -0.07748 -1.10832
C -5.30648 -0.89349 0.33599
C -0.82959 1.65835 1.58325
H -5.37535 0.53050 1.92725
H -4.88822 -2.39111 -1.14681
H 6.30874 2.80842 0.65861
O 4.42431 2.21864 -1.94893
H 6.83483 3.10867 -1.02054
H 1.81500 -1.92472 1.40432
H -0.75154 -1.52323 -1.24231
C 2.43440 0.06579 1.41499
O 4.20177 -0.12012 -1.26000
S 5.12985 0.79933 -1.80534
H -3.07263 0.09927 2.70483
H 0.27883 -2.65456 -0.37495
H -7.34960 -0.35148 0.71017
H 4.58578 4.06015 -1.03445
C -1.36535 3.05299 1.39340
C 4.67799 3.00885 -0.77716
N 0.84293 -2.34021 -3.51185
B -0.06141 -0.82156 0.83882
H -1.19740 3.65385 2.28626
H 3.34257 -0.31699 0.91146
O 1.16045 -0.06862 -3.55109
C -4.76190 -0.20904 1.42092
C -0.57857 0.72926 0.66333
H 2.24419 -1.76048 -1.22485
H -0.12543 -2.57870 -3.32629
H -0.87893 3.54581 0.55303
C 1.38616 -0.95261 1.67595
H -2.60962 -2.82488 -0.37215
H 1.40488 -3.05715 -3.06390
H 1.15893 -0.99664 2.74574
O 5.85872 0.52747 -2.99184
O 2.39356 1.25178 1.68133
C -6.71595 -0.62153 -0.13624
C 6.09092 2.61792 -0.38871
C 0.13764 -1.59156 -0.60888
H 3.95018 2.74540 -0.00491
```

The energy comes out at -184444.65834 eV. Its charge is -1.

These are the Löwdin partial charges, in e, on atoms 1 to 8: atom 1 (Br): 0.79, atom 2 (O): -0.19, atom 3 (H): 0.07, atom 4 (C): -0.11, atom 5 (C): -0.06, atom 6 (C): -0.18, atom 7 (C): -0.24, atom 8 (H): 0.10

---

Record 2
Molecular formula: C18H25CoN2O6S2
Method: DFT, ωB97M-V/def2-TZVPD

XYZ file:
```
54
Properties=species:S:1:pos:R:3
H 0.28115 4.53530 -1.78289
C -0.07555 3.52886 -1.55855
H 4.71404 -2.22990 -2.73625
C -1.12299 -1.45038 -0.76168
C 2.58482 2.45391 0.75604
C -2.29868 -2.30856 -0.52765
H -3.18804 2.59975 1.13832
H -1.61372 3.36846 1.46460
H -1.67898 4.40934 -0.39737
S 2.50356 -3.19131 -0.80115
H -1.87470 1.40250 2.87153
H 2.50508 2.53673 -1.40543
H -2.16617 0.35651 1.45645
H 0.23068 -0.82434 1.92181
C 4.73628 -1.90882 -1.69664
C -3.20294 -4.52534 -0.17450
H 3.67630 2.48133 0.79951
H 2.41333 4.11612 -0.58274
O -0.24709 1.16479 1.59782
C 2.22227 -1.47796 -0.98936
C 2.11285 3.06819 -0.53314
O -1.33495 -0.18165 -1.04610
H 4.61627 -2.79496 0.26925
H -3.00646 -0.00154 -0.72381
H -2.19780 3.60646 -1.88723
H 2.55176 -0.40620 2.10176
C -1.66487 1.26114 1.80965
O 0.68290 2.95311 -0.48435
O -1.74305 2.33546 -0.33040
C -1.50789 3.54984 -1.04539
O 2.11996 1.10376 0.78111
C -2.10564 2.48573 1.04938
H 2.33864 1.18838 2.83664
H -3.06428 -5.59625 -0.12122
H 0.24453 0.20430 3.37318
S 3.59367 -0.51541 -1.48957
N 1.04772 -0.97448 -0.88256
O -3.82791 -0.42788 -0.39764
H -5.31236 -4.60363 0.23616
H 4.73332 -3.97274 -1.04691
H 0.02863 2.91225 -2.45648
H -5.62549 -2.15054 0.08899
N 0.06664 -1.95709 -0.63987
H 2.17255 3.00535 1.60389
C -4.65176 -2.59971 -0.05593
H 5.73374 -1.54953 -1.45105
C -3.57630 -1.76089 -0.34117
C 0.48406 0.16691 2.30924
Co 0.17291 0.88523 -0.42812
C -2.13624 -3.69725 -0.44247
H -1.14504 -4.10274 -0.59453
C 4.30776 -3.01468 -0.75169
C -4.46538 -3.96403 0.02334
C 1.95883 0.50811 2.07517
```

The energy comes out at -93627.96602 eV. Its spin multiplicity is 4. The expectation value of S² is 3.757. Its charge is +1.

These are the Löwdin partial charges, in e, on atoms 1 to 8: atom 1 (H): 0.14, atom 2 (C): -0.12, atom 3 (H): 0.08, atom 4 (C): -0.40, atom 5 (C): -0.15, atom 6 (C): -0.09, atom 7 (H): 0.15, atom 8 (H): 0.14

---

Record 3
Molecular formula: C18H25N3O3S
Method: DFT, ωB97M-V/def2-TZVPD

XYZ file:
```
50
Properties=species:S:1:pos:R:3
H 2.99819 1.86745 2.23453
C 0.57909 -1.99211 -0.47144
H 1.98896 -0.50947 -0.58679
H 4.42486 -0.94221 -1.13646
H 5.00119 0.14724 1.12949
C -2.71770 -0.19175 -0.14880
O 0.33351 -3.14249 -0.15659
N -3.94169 -0.39569 0.50330
C -0.49241 -0.97728 -0.71395
H 5.07711 -2.01426 0.10359
N 1.82965 -1.51248 -0.64328
H 4.18980 1.30314 -1.18634
O 1.82907 3.24077 0.20511
C -1.67357 -1.09843 0.00414
C 4.02944 -0.31303 0.89240
H -5.17621 -2.10182 -1.19140
C 1.26029 2.23362 1.00656
O -5.90290 0.41284 1.29652
H 0.73696 2.74545 1.81565
C -0.35086 0.05110 -1.64125
C -4.49586 -2.58685 -0.49510
H -5.10361 2.72294 0.70584
H -4.89057 -3.56927 -0.25174
C 2.56129 2.67555 -0.85540
C -2.52317 0.88212 -1.02951
H 0.53762 1.64792 0.41657
S -3.75387 2.13417 -1.17363
H 0.53379 0.11573 -2.25587
H 2.98978 3.51074 -1.41142
H -1.75431 -1.92897 0.68681
C 2.99210 -2.30183 -0.29309
C 3.66389 1.74897 -0.34029
H -3.44987 2.25365 1.19617
C 4.21699 -1.40174 -0.16903
H 3.15522 -3.06157 -1.06572
H 1.84656 0.50439 2.14621
H 4.38495 2.33936 0.25099
H 2.80241 -2.83219 0.64855
C -4.37243 -1.76176 0.77902
H -5.34768 -1.67269 1.26253
H -3.52994 -2.71142 -0.97901
C -4.29719 2.00926 0.55145
C 2.32989 1.29560 1.56909
H -3.68155 -2.23405 1.48201
H -1.26922 1.79822 -2.48058
C -4.80693 0.60941 0.81600
N 3.06409 0.69612 0.46481
C -1.36185 0.97967 -1.78352
H 3.65226 -0.78026 1.80520
H 1.88442 2.10823 -1.51233
```

The energy comes out at -40520.87110 eV. For the energy above the lowest of the compared OMol25 structures with the same formula, charge and spin, the calculation gives 1.9129 eV. As for the structure (SMILES): CCN1C(=O)CSc2ccc(C(=O)NCCCN3CCOCC3)cc21.

These are the Löwdin partial charges, in e, on atoms 1 to 8: atom 1 (H): 0.13, atom 2 (C): -0.46, atom 3 (H): 0.10, atom 4 (H): 0.11, atom 5 (H): 0.12, atom 6 (C): -0.20, atom 7 (O): 0.07, atom 8 (N): -0.01

---

Record 4
Molecular formula: C18H25NO3
Method: DFT, ωB97M-V/def2-TZVPD

XYZ file:
```
47
Properties=species:S:1:pos:R:3
C 2.73607 0.30064 -0.67669
H -5.20452 -1.10613 -1.89147
H 3.31557 0.69536 -1.19346
C -0.50387 1.68392 0.28844
H 5.31760 -1.76691 0.94382
O -2.56411 2.89999 -0.73995
C 3.64896 -0.36095 0.56045
C 0.46962 1.17792 -0.46310
C -3.88340 -2.12668 -0.64900
C -2.77852 -1.86020 0.36212
H -1.32844 -0.54974 1.20070
H -4.07309 1.16608 -1.66948
C -4.37589 -0.95112 -1.18967
C 2.23430 -1.10672 -1.08713
H 5.40558 -0.58335 -0.55507
N 1.73904 1.02990 0.01160
C 1.42058 3.09596 1.18002
C -1.37354 -2.90848 2.06173
H -0.04376 0.20643 -0.54305
H 3.87723 -1.52178 -2.04544
C -2.23359 -0.58414 0.41653
H 2.29598 2.91289 -0.58552
C -2.61118 0.50613 -0.37409
C -1.98126 2.01264 -0.17433
O -2.34654 -2.86361 1.05016
H 1.57544 -1.50020 -0.37944
H 1.68199 4.36041 1.34615
H -4.50656 -2.84422 -0.64552
H -0.59218 3.95858 1.16781
C 4.73424 -1.19706 0.08703
O 4.16150 -2.46845 -0.39844
H 2.91397 -2.97183 -2.11422
H 4.22016 0.54898 1.16980
H 0.56751 1.50674 -1.32870
H 1.32238 2.82561 2.04093
H 3.27424 2.46884 0.72818
H 3.06082 -0.96292 1.42836
C 2.20808 2.36517 0.36670
H -0.07026 3.84580 -0.28559
H 1.55293 -1.06992 -1.95038
H -1.45321 -2.20858 2.78704
H -0.33252 -2.71488 1.45823
H -0.67072 1.45793 1.62260
C 3.20881 -2.08584 -1.41972
C -0.06775 3.24529 0.64850
H -1.26027 -4.02210 2.43174
C -3.75775 0.22303 -0.95596
```

The energy comes out at -26689.78907 eV. For the energy above the lowest of the compared OMol25 structures with the same formula, charge and spin, the calculation gives 16.6355 eV.

These are the Löwdin partial charges, in e, on atoms 1 to 8: atom 1 (C): -0.18, atom 2 (H): 0.12, atom 3 (H): 0.03, atom 4 (C): -0.22, atom 5 (H): 0.16, atom 6 (O): 0.12, atom 7 (C): -0.14, atom 8 (C): -0.28

---

Record 5
Molecular formula: C18H25O13Pd
Method: DFT, ωB97M-V/def2-TZVPD

XYZ file:
```
57
Properties=species:S:1:pos:R:3
H 22.08831 44.49118 7.21599
H 29.16978 40.73546 8.46831
H 27.89814 42.80695 7.56475
H 29.62686 39.90735 10.56486
H 24.03018 36.95051 7.95572
C 30.52819 39.94808 9.95839
H 30.42631 37.39339 7.24474
O 28.45353 39.01103 3.46726
C 22.91432 44.03990 6.66309
H 25.43343 36.15298 7.17721
H 24.69683 37.20979 5.13103
O 26.92451 41.56452 5.44904
H 21.46702 42.41587 6.37466
O 28.75054 39.14296 6.28139
H 30.36442 39.80692 7.75984
O 31.06932 35.15446 3.38004
O 31.46016 35.36081 6.04587
C 30.50173 36.10202 3.96876
H 25.65917 37.70612 7.87099
H 29.49244 36.87921 2.30792
H 25.78955 40.65060 9.94482
H 28.10179 42.90422 4.54828
O 25.37515 38.97241 5.80935
O 31.05090 41.70278 8.49901
C 29.32873 38.26053 5.57299
O 32.48137 42.77121 9.86236
C 27.35942 42.83488 5.38504
H 27.48489 39.88326 11.76463
C 30.16276 37.33134 6.19126
O 23.45322 41.87344 6.06713
H 30.97182 38.95768 9.87706
C 24.22229 42.23618 7.11894
C 29.06225 38.12917 4.07112
C 26.56976 39.35363 11.48803
O 25.10050 41.61430 7.58135
C 22.39672 42.79219 5.93686
H 29.19272 43.07774 6.45356
C 24.91620 37.10640 7.33396
C 30.23202 40.53258 8.56531
C 28.14592 43.33222 6.63763
C 26.07947 39.58526 10.06760
O 23.88438 43.50399 7.54182
H 23.37952 44.77839 6.01046
H 25.12372 39.01969 9.96701
C 30.78457 36.24691 5.51208
C 29.68794 37.06091 3.35872
H 26.57284 43.60204 5.10536
C 24.60891 37.87104 6.01772
H 26.77381 38.29061 11.67890
C 31.74232 41.86076 9.63215
O 26.97544 39.25728 9.08145
Pd 26.76532 39.97013 7.08220
H 28.00481 44.41415 6.76775
O 31.52939 40.83516 10.48239
H 22.19156 43.00112 4.88594
H 25.74270 39.57428 12.17753
H 23.50470 38.09055 6.06659
```

The energy comes out at -49161.23560 eV. Its spin multiplicity is 3. The expectation value of S² is 2.006. Its charge is -3.

These are the Löwdin partial charges, in e, on atoms 1 to 8: atom 1 (H): 0.11, atom 2 (H): 0.09, atom 3 (H): 0.04, atom 4 (H): 0.11, atom 5 (H): 0.04, atom 6 (C): -0.09, atom 7 (H): 0.08, atom 8 (O): -0.01

---

Record 6
Molecular formula: C18H26Cl5N8O3V
Method: DFT, ωB97M-V/def2-TZVPD

XYZ file:
```
61
Properties=species:S:1:pos:R:3
H 6.47705 0.69143 -2.65137
H 0.75591 2.25168 -1.57943
C 5.28127 -1.14520 -4.13296
C -1.85603 3.35782 2.77141
H -4.40496 -3.85550 1.58617
H 6.64211 -1.14531 -5.65090
H -4.08043 -4.41360 -0.71212
V -0.68963 0.30621 -0.30805
O -1.85179 1.69912 -0.49249
N 4.95680 -0.72301 -2.92247
H -1.07955 -2.44949 1.38789
C 4.70025 1.42063 -1.69997
C 1.78450 -0.75886 -1.38300
N 6.42224 -0.79894 -4.73269
H 4.06067 -1.07001 -2.57216
H -2.56819 -3.98541 -1.52891
Cl -4.40661 5.83062 0.96184
C -2.85668 -1.39316 -1.29468
H 3.80988 0.18951 -0.14658
H 6.02983 -0.20483 -1.21637
C -1.58824 2.47858 1.73542
H -3.28847 -0.42976 -1.57677
H -5.30139 -1.01326 -0.47132
C -3.29418 -3.66369 -0.78091
H 1.34749 2.03584 -0.09185
C -2.14845 2.59557 0.47116
H -0.84815 -2.86296 -0.32291
H 3.54420 -2.18240 -4.33947
O 0.71691 -1.01082 -0.69592
C 3.52217 1.03063 -0.78365
C 2.16842 0.72751 -1.47377
C -4.85722 -1.96525 -0.17682
H 7.16790 -0.36164 -4.22227
N -3.88757 -2.38679 -1.19434
N -4.21341 -1.82064 1.13195
H 4.67505 -2.41047 -5.62480
H 3.35725 1.86706 -0.10193
C -1.58083 -2.56559 0.42499
C -2.73849 4.41025 2.52412
H -2.68309 -0.73598 2.01846
C -3.61862 -3.10608 1.51277
H 5.32281 2.13416 -1.15838
H -3.60240 0.13386 0.75702
N 1.03911 1.53070 -0.91988
Cl -0.49402 1.12018 1.98721
O 2.50456 -1.60945 -1.87642
H -5.64616 -2.71204 -0.10586
Cl -1.12014 3.13896 4.29720
Cl -3.09535 5.52007 3.77030
H -2.11658 -1.70034 -2.04078
N -2.63171 -3.53820 0.51996
Cl -3.73558 3.78421 -1.31663
N 4.41563 -1.93182 -4.78003
C -3.03273 3.64431 0.23552
C -3.17951 -0.82879 1.05159
N -2.12568 -1.20248 0.02282
C -3.32485 4.54768 1.25983
H 2.24783 0.95514 -2.53812
H -3.13682 -3.00876 2.48670
C 5.62822 0.28081 -2.10854
H 4.33777 1.94361 -2.58851
```

The energy comes out at -125440.84683 eV. For the energy above the lowest of the compared OMol25 structures with the same formula, charge and spin, the calculation gives 0.1183 eV. Its spin multiplicity is 3. The expectation value of S² is 2.018. Its charge is +2.

These are the Löwdin partial charges, in e, on atoms 1 to 8: atom 1 (H): 0.12, atom 2 (H): 0.13, atom 3 (C): -0.42, atom 4 (C): -0.70, atom 5 (H): 0.14, atom 6 (H): 0.14, atom 7 (H): 0.14, atom 8 (V): 0.97

---

Copy entry 2 word for word.
Molecular formula: C18H25CoN2O6S2
Method: DFT, ωB97M-V/def2-TZVPD

XYZ file:
```
54
Properties=species:S:1:pos:R:3
H 0.28115 4.53530 -1.78289
C -0.07555 3.52886 -1.55855
H 4.71404 -2.22990 -2.73625
C -1.12299 -1.45038 -0.76168
C 2.58482 2.45391 0.75604
C -2.29868 -2.30856 -0.52765
H -3.18804 2.59975 1.13832
H -1.61372 3.36846 1.46460
H -1.67898 4.40934 -0.39737
S 2.50356 -3.19131 -0.80115
H -1.87470 1.40250 2.87153
H 2.50508 2.53673 -1.40543
H -2.16617 0.35651 1.45645
H 0.23068 -0.82434 1.92181
C 4.73628 -1.90882 -1.69664
C -3.20294 -4.52534 -0.17450
H 3.67630 2.48133 0.79951
H 2.41333 4.11612 -0.58274
O -0.24709 1.16479 1.59782
C 2.22227 -1.47796 -0.98936
C 2.11285 3.06819 -0.53314
O -1.33495 -0.18165 -1.04610
H 4.61627 -2.79496 0.26925
H -3.00646 -0.00154 -0.72381
H -2.19780 3.60646 -1.88723
H 2.55176 -0.40620 2.10176
C -1.66487 1.26114 1.80965
O 0.68290 2.95311 -0.48435
O -1.74305 2.33546 -0.33040
C -1.50789 3.54984 -1.04539
O 2.11996 1.10376 0.78111
C -2.10564 2.48573 1.04938
H 2.33864 1.18838 2.83664
H -3.06428 -5.59625 -0.12122
H 0.24453 0.20430 3.37318
S 3.59367 -0.51541 -1.48957
N 1.04772 -0.97448 -0.88256
O -3.82791 -0.42788 -0.39764
H -5.31236 -4.60363 0.23616
H 4.73332 -3.97274 -1.04691
H 0.02863 2.91225 -2.45648
H -5.62549 -2.15054 0.08899
N 0.06664 -1.95709 -0.63987
H 2.17255 3.00535 1.60389
C -4.65176 -2.59971 -0.05593
H 5.73374 -1.54953 -1.45105
C -3.57630 -1.76089 -0.34117
C 0.48406 0.16691 2.30924
Co 0.17291 0.88523 -0.42812
C -2.13624 -3.69725 -0.44247
H -1.14504 -4.10274 -0.59453
C 4.30776 -3.01468 -0.75169
C -4.46538 -3.96403 0.02334
C 1.95883 0.50811 2.07517
```

The energy comes out at -93627.96602 eV. Its spin multiplicity is 4. The expectation value of S² is 3.757. Its charge is +1.

These are the Löwdin partial charges, in e, on atoms 1 to 8: atom 1 (H): 0.14, atom 2 (C): -0.12, atom 3 (H): 0.08, atom 4 (C): -0.40, atom 5 (C): -0.15, atom 6 (C): -0.09, atom 7 (H): 0.15, atom 8 (H): 0.14